P) {"formula": "C4H12", "method": "wB97M-V/def2-TZVPD", "elements": ["C", "C", "H", "H", "H", "H", "H", "H", "C", "C", "H", "H", "H", "H", "H", "H"], "positions_angstrom": [[-2.343, -0.484, 0.024], [-1.529, -0.076, 1.192], [-3.021, -1.328, 0.194], [-3.065, 0.275, -0.277], [-1.795, -0.855, -0.845], [-0.722, -0.773, 1.384], [-2.112, 0.173, 2.085], [-1.082, 0.905, 0.979], [2.502, 0.213, -1.123], [1.401, 0.334, -0.076], [2.277, 0.990, -1.853], [3.487, 0.519, -0.750], [2.613, -0.733, -1.646], [0.524, -0.223, -0.347], [1.698, -0.092, 0.900], [1.139, 1.351, 0.205]], "homo_ev": -11.3, "smiles": "CC.CC", "orbital_gap_ev": 12.42, "multiplicity": 1, "lumo_ev": 1.116}

***

Q) {"formula": "C4H12", "method": "wB97M-V/def2-TZVPD", "elements": ["C", "C", "H", "H", "H", "H", "H", "H", "C", "C", "H", "H", "H", "H", "H", "H"], "positions_angstrom": [[0.772, -2.271, 1.475], [0.819, -1.872, 0.025], [0.685, -1.441, 2.176], [-0.199, -2.741, 1.694], [1.624, -2.921, 1.645], [1.271, -0.865, -0.079], [-0.073, -1.731, -0.586], [1.607, -2.375, -0.542], [-0.146, 1.748, -0.491], [-1.487, 2.364, -0.987], [0.124, 0.979, -1.218], [0.652, 2.494, -0.613], [-0.077, 1.385, 0.518], [-1.453, 2.319, -2.069], [-1.501, 3.392, -0.632], [-2.335, 1.784, -0.629]], "homo_ev": -11.1, "smiles": "CC.CC", "orbital_gap_ev": 12.23, "multiplicity": 1, "lumo_ev": 1.144}

***

R) {"formula": "C4H12", "method": "wB97M-V/def2-TZVPD", "elements": ["C", "C", "H", "H", "H", "H", "H", "H", "C", "C", "H", "H", "H", "H", "H", "H"], "positions_angstrom": [[-1.578, 0.793, -2.611], [-1.097, 0.100, -1.363], [-1.561, 1.887, -2.529], [-1.076, 0.463, -3.523], [-2.643, 0.670, -2.822], [-1.386, -0.953, -1.341], [-1.702, 0.452, -0.521], [-0.037, 0.247, -1.207], [1.629, 0.122, 2.417], [1.181, -1.083, 1.598], [1.280, 0.092, 3.450], [2.711, 0.219, 2.494], [1.264, 1.034, 1.946], [1.523, -1.001, 0.563], [0.108, -0.995, 1.398], [1.383, -2.047, 2.052]], "homo_ev": -11.6, "smiles": "CC.CC", "orbital_gap_ev": 12.68, "multiplicity": 1, "lumo_ev": 1.110}

***

S) {"formula": "C4H12", "method": "wB97M-V/def2-TZVPD", "elements": ["C", "C", "H", "H", "H", "H", "H", "H", "C", "C", "H", "H", "H", "H", "H", "H"], "positions_angstrom": [[1.583, 1.947, -0.570], [1.128, 2.604, 0.751], [2.605, 2.204, -0.851], [1.772, 0.872, -0.394], [0.840, 2.004, -1.356], [1.944, 2.952, 1.365], [0.708, 1.860, 1.432], [0.416, 3.363, 0.439], [-1.199, -1.930, 0.589], [-1.454, -2.474, -0.842], [-2.081, -2.019, 1.231], [-0.615, -2.672, 1.143], [-0.858, -0.902, 0.572], [-1.071, -1.787, -1.589], [-2.542, -2.502, -0.970], [-1.175, -3.519, -0.951]], "homo_ev": -11.3, "smiles": "CC.CC", "orbital_gap_ev": 12.37, "multiplicity": 1, "lumo_ev": 1.090}

***

The relative energies come out as P) 12.3; Q) 35.6; R) 0.0; S) 43.5, with values in kJ/mol.

***

P) {"formula": "C4H12", "method": "wB97M-V/def2-TZVPD", "elements": ["C", "C", "H", "H", "H", "H", "H", "H", "C", "C", "H", "H", "H", "H", "H", "H"], "positions_angstrom": [[0.769, -0.237, -1.727], [0.480, 0.985, -2.634], [-0.100, -0.686, -1.264], [1.401, -1.002, -2.183], [1.354, 0.174, -0.900], [0.801, 0.835, -3.669], [0.931, 1.907, -2.278], [-0.608, 1.087, -2.690], [-0.726, 0.266, 1.770], [-0.537, -1.008, 2.604], [-1.597, 0.854, 2.082], [0.144, 0.927, 1.860], [-0.849, 0.077, 0.700], [-0.316, -0.691, 3.615], [-1.401, -1.655, 2.510], [0.336, -1.551, 2.244]], "homo_ev": -11.7, "smiles": "CC.CC", "orbital_gap_ev": 12.89, "multiplicity": 1, "lumo_ev": 1.146}

***

Q) {"formula": "C4H12", "method": "wB97M-V/def2-TZVPD", "elements": ["C", "C", "H", "H", "H", "H", "H", "H", "C", "C", "H", "H", "H", "H", "H", "H"], "positions_angstrom": [[-1.591, -2.219, -0.772], [-1.413, -0.788, -1.298], [-1.956, -2.208, 0.251], [-2.287, -2.774, -1.399], [-0.650, -2.778, -0.787], [-1.829, -0.707, -2.299], [-0.374, -0.461, -1.367], [-1.929, -0.065, -0.664], [1.022, 1.540, 1.620], [1.974, 1.470, 0.440], [0.616, 0.576, 1.947], [1.510, 1.956, 2.506], [0.140, 2.159, 1.420], [1.977, 2.379, -0.153], [1.775, 0.630, -0.221], [3.002, 1.279, 0.778]], "homo_ev": -11.7, "smiles": "CC.CC", "orbital_gap_ev": 12.87, "multiplicity": 1, "lumo_ev": 1.137}

***

R) {"formula": "C4H12", "method": "wB97M-V/def2-TZVPD", "elements": ["C", "C", "H", "H", "H", "H", "H", "H", "C", "C", "H", "H", "H", "H", "H", "H"], "positions_angstrom": [[-1.354, -1.292, -1.562], [-1.001, -0.034, -2.373], [-1.281, -2.162, -2.217], [-0.644, -1.491, -0.775], [-2.330, -1.036, -1.155], [-1.856, 0.440, -2.871], [-0.661, 0.798, -1.750], [-0.332, -0.195, -3.216], [0.442, 0.736, 2.249], [1.920, 0.543, 1.721], [-0.224, 0.577, 1.395], [0.250, -0.030, 2.987], [0.216, 1.776, 2.472], [2.280, -0.369, 2.177], [2.534, 1.388, 2.054], [1.883, 0.708, 0.659]], "homo_ev": -11.5, "smiles": "CC.CC", "orbital_gap_ev": 12.62, "multiplicity": 1, "lumo_ev": 1.103}

***

S) {"formula": "C4H12", "method": "wB97M-V/def2-TZVPD", "elements": ["C", "C", "H", "H", "H", "H", "H", "H", "C", "C", "H", "H", "H", "H", "H", "H"], "positions_angstrom": [[1.371, 0.505, -1.395], [0.950, 1.544, -0.373], [1.731, 0.926, -2.320], [2.106, -0.196, -0.995], [0.602, -0.192, -1.728], [0.920, 1.383, 0.698], [-0.130, 1.804, -0.436], [1.453, 2.442, -0.711], [-1.059, -1.767, 0.953], [-1.219, -0.270, 0.819], [-0.058, -2.159, 1.178], [-1.613, -2.052, 1.883], [-1.391, -2.403, 0.145], [-0.767, 0.290, 1.641], [-0.979, 0.130, -0.155], [-2.335, -0.043, 0.916]], "homo_ev": -11.2, "smiles": "CC.CC", "orbital_gap_ev": 12.36, "multiplicity": 1, "lumo_ev": 1.183}

***

The relative energies come out as P) 6.8; Q) 0.0; R) 47.3; S) 58.1, with values in kJ/mol.

***

P) {"formula": "C4H12", "method": "wB97M-V/def2-TZVPD", "elements": ["C", "C", "H", "H", "H", "H", "H", "H", "C", "C", "H", "H", "H", "H", "H", "H"], "positions_angstrom": [[1.942, 0.852, 0.217], [2.612, -0.170, 1.116], [0.858, 0.713, 0.221], [2.162, 1.879, 0.483], [2.229, 0.630, -0.815], [3.699, -0.147, 1.037], [2.308, -1.180, 0.861], [2.399, -0.058, 2.185], [-1.964, -0.960, -0.863], [-2.588, 0.385, -0.461], [-2.593, -1.838, -0.686], [-1.760, -1.020, -1.941], [-1.015, -1.184, -0.359], [-3.556, 0.217, 0.001], [-1.997, 0.857, 0.328], [-2.735, 1.023, -1.321]], "homo_ev": -11.8, "smiles": "CC.CC", "orbital_gap_ev": 12.88, "multiplicity": 1, "lumo_ev": 1.123}

***

Q) {"formula": "C4H12", "method": "wB97M-V/def2-TZVPD", "elements": ["C", "C", "H", "H", "H", "H", "H", "H", "C", "C", "H", "H", "H", "H", "H", "H"], "positions_angstrom": [[1.722, 2.190, -0.710], [1.319, 0.982, 0.112], [2.410, 2.865, -0.134], [2.504, 2.118, -1.458], [0.974, 2.954, -0.917], [2.216, 0.476, 0.488], [1.024, 0.129, -0.499], [0.637, 1.265, 0.919], [-1.558, -2.310, -0.086], [-1.661, -0.972, 0.632], [-0.787, -2.961, 0.291], [-2.565, -2.738, -0.133], [-1.324, -2.222, -1.134], [-1.079, -1.063, 1.551], [-1.160, -0.079, 0.224], [-2.671, -0.634, 0.854]], "homo_ev": -10.9, "smiles": "CC.CC", "orbital_gap_ev": 12.04, "multiplicity": 1, "lumo_ev": 1.140}

***

R) {"formula": "C4H12", "method": "wB97M-V/def2-TZVPD", "elements": ["C", "C", "H", "H", "H", "H", "H", "H", "C", "C", "H", "H", "H", "H", "H", "H"], "positions_angstrom": [[0.597, -0.880, 2.238], [1.578, 0.139, 1.664], [1.186, -1.377, 3.015], [-0.352, -0.648, 2.697], [0.356, -1.607, 1.459], [1.317, 0.755, 0.797], [2.412, -0.390, 1.189], [1.903, 0.831, 2.441], [-1.502, 0.476, -1.281], [-0.671, 0.314, -2.590], [-0.898, 0.101, -0.446], [-1.693, 1.530, -1.163], [-2.305, -0.255, -1.258], [0.399, 0.214, -2.438], [-0.864, 1.168, -3.244], [-1.071, -0.519, -3.164]], "homo_ev": -11.6, "smiles": "CC.CC", "orbital_gap_ev": 12.67, "multiplicity": 1, "lumo_ev": 1.111}

***

S) {"formula": "C4H12", "method": "wB97M-V/def2-TZVPD", "elements": ["C", "C", "H", "H", "H", "H", "H", "H", "C", "C", "H", "H", "H", "H", "H", "H"], "positions_angstrom": [[0.407, -0.791, -1.725], [1.525, 0.286, -1.909], [-0.129, -0.847, -2.670], [0.825, -1.710, -1.395], [-0.361, -0.585, -0.985], [1.677, 0.493, -2.957], [2.452, -0.115, -1.503], [1.210, 1.075, -1.242], [-1.386, -0.149, 2.271], [-0.500, 0.703, 1.349], [-2.427, 0.001, 2.020], [-1.196, -1.205, 2.158], [-1.182, 0.077, 3.316], [-0.310, 1.716, 1.704], [0.471, 0.264, 1.140], [-1.075, 0.789, 0.428]], "homo_ev": -11.5, "smiles": "CC.CC", "orbital_gap_ev": 12.64, "multiplicity": 1, "lumo_ev": 1.173}

***

The relative energies come out as P) 0.0; Q) 76.1; R) 37.5; S) 26.9, with values in kJ/mol.

***

P) {"formula": "C5H7N3", "method": "wB97M-V/def2-TZVPD", "elements": ["C", "C", "C", "C", "C", "H", "H", "H", "H", "H", "H", "H", "N", "N", "N"], "positions_angstrom": [[-2.269, 0.964, -1.541], [0.866, -0.092, -0.285], [2.046, -0.816, 0.440], [1.179, -0.736, 1.762], [0.114, -0.048, 0.881], [-3.150, 0.977, -0.661], [-1.961, 2.061, -1.947], [-2.535, 0.361, -2.423], [2.914, -0.179, 0.471], [2.266, -1.804, 0.205], [1.039, -1.580, 2.369], [1.634, 0.017, 2.477], [-1.044, 0.495, -0.840], [0.091, 0.196, -1.384], [-1.191, 0.184, 0.476]], "homo_ev": -9.1, "smiles": "Cn1nc2c(n1)CC2", "orbital_gap_ev": 10.11, "multiplicity": 1, "lumo_ev": 1.047}

***

Q) {"formula": "C5H7N3", "method": "wB97M-V/def2-TZVPD", "elements": ["C", "C", "C", "C", "C", "N", "N", "N", "H", "H", "H", "H", "H", "H", "H"], "positions_angstrom": [[0.358, 1.187, 0.558], [-2.169, 0.942, 0.238], [1.534, 0.722, 0.010], [-4.401, 0.082, -0.571], [3.830, 0.501, -0.706], [-0.905, 1.078, 0.242], [-3.372, 0.822, 0.134], [2.573, 1.177, -0.596], [1.625, -0.238, 0.607], [-5.085, 0.839, -0.850], [-4.830, -0.646, 0.032], [-3.913, -0.440, -1.390], [4.348, 0.427, -1.616], [3.824, -0.519, -0.226], [4.592, 1.051, -0.042]], "homo_ev": -7.3, "orbital_gap_ev": 7.15, "multiplicity": 1, "lumo_ev": -0.183}

***

R) {"formula": "C5H7N3", "method": "wB97M-V/def2-TZVPD", "elements": ["C", "C", "C", "C", "C", "N", "N", "N", "H", "H", "H", "H", "H", "H", "H"], "positions_angstrom": [[0.893, 0.950, -0.791], [2.589, 0.414, 0.798], [1.953, -1.273, -0.895], [-1.653, 1.117, 1.179], [1.727, 0.068, -0.271], [0.294, 1.924, -1.157], [3.217, 0.581, 1.773], [-2.240, 1.574, 0.146], [1.806, -1.324, -1.976], [3.008, -1.336, -0.873], [1.336, -2.008, -0.428], [-0.699, 1.374, 1.278], [-2.008, 0.372, 1.834], [-3.103, 1.154, -0.169], [-0.619, 2.328, -0.867]], "homo_ev": -8.7, "smiles": "CC(=C=N)C#N.C=N", "orbital_gap_ev": 9.32, "multiplicity": 1, "lumo_ev": 0.598}

***

S) {"formula": "C5H7N3", "method": "wB97M-V/def2-TZVPD", "elements": ["C", "C", "C", "C", "C", "N", "N", "N", "H", "H", "H", "H", "H", "H", "H"], "positions_angstrom": [[-0.189, -0.556, -0.512], [0.194, -0.954, 1.593], [1.223, 0.065, 1.010], [-1.812, 0.631, -1.700], [1.051, 1.397, 1.110], [-0.573, -1.378, 0.700], [-1.137, 0.492, -0.649], [0.421, -1.088, -1.513], [0.492, -2.100, -1.463], [0.399, -1.452, 2.537], [2.226, -0.352, 1.092], [-1.809, -0.086, -2.524], [-2.477, 1.484, -1.768], [1.887, 2.063, 1.266], [0.104, 1.834, 0.822]], "homo_ev": -9.1, "smiles": "[H]/N=C(N=C)\\N=C/C=C", "orbital_gap_ev": 9.22, "multiplicity": 1, "lumo_ev": 0.073}

***

The relative energies come out as P) 76.8; Q) 233.3; R) 0.0; S) 133.3, with values in kJ/mol.

***

P) {"formula": "C5H7N3", "method": "wB97M-V/def2-TZVPD", "elements": ["C", "C", "C", "C", "C", "N", "N", "N", "H", "H", "H", "H", "H", "H", "H"], "positions_angstrom": [[-0.261, -0.225, -2.201], [-0.857, -0.340, 0.347], [0.187, -0.295, -0.834], [-0.625, 0.565, 1.543], [1.460, 0.404, -0.422], [-0.480, -0.269, -3.311], [-0.616, -1.757, 0.670], [0.117, -2.084, -0.261], [-1.969, -0.315, 0.056], [0.048, 0.176, 2.269], [-1.480, 0.815, 2.021], [-0.420, 1.571, 1.187], [1.021, 1.434, -0.256], [2.177, 0.425, -1.230], [1.698, -0.105, 0.425]], "homo_ev": -9.0, "orbital_gap_ev": 9.26, "multiplicity": 1, "lumo_ev": 0.297}

***

Q) {"formula": "C5H7N3", "method": "wB97M-V/def2-TZVPD", "elements": ["N", "C", "C", "C", "N", "C", "C", "N", "H", "H", "H", "H", "H", "H", "H"], "positions_angstrom": [[0.161, 0.281, 0.277], [-0.466, 1.475, -0.106], [1.097, -0.538, -0.409], [-0.144, -1.063, 0.246], [-1.775, 1.545, 0.300], [2.367, -0.887, -0.331], [-1.042, -1.994, 0.462], [0.070, 2.394, -0.786], [-2.192, 2.454, 0.179], [-2.016, 1.053, 1.144], [1.013, 2.173, -1.090], [3.141, -0.217, -0.673], [-0.822, -3.027, 0.259], [2.673, -1.904, -0.156], [-2.067, -1.746, 0.683]], "homo_ev": -8.9, "smiles": "[H]/N=C(/N)N1C(=C)C1=C", "orbital_gap_ev": 9.20, "multiplicity": 1, "lumo_ev": 0.252}

***

The relative energies come out as P) 23.6; Q) 0.0, with values in kJ/mol.